The following is a DFT calculation (wB97M-V/def2-TZVPD) of a molecular structure, C52H73MgN11O4PTe in a non-equilibrium geometry.

XYZ file:
```
143
Properties=species:S:1:pos:R:3:forces:R:3
Mg -0.598 -0.199 -0.656 -1.051 0.667 -0.308
C -3.134 4.689 1.547 -0.104 0.007 -0.064
N -2.075 3.850 1.026 -0.053 -0.022 -0.030
C -0.726 4.356 1.194 0.135 -0.042 0.029
C -2.297 2.725 0.281 0.078 0.037 0.328
N -1.461 1.767 0.149 0.177 -0.470 -0.172
N -3.534 2.715 -0.351 -0.349 0.547 0.308
C -4.159 1.704 -1.054 -0.202 -0.342 -0.474
N -5.463 1.975 -1.352 -0.175 0.190 0.145
N -3.515 0.685 -1.463 0.181 -0.460 0.171
H -3.438 5.471 0.840 -0.038 0.001 0.026
H -2.769 5.185 2.446 -0.045 -0.034 -0.004
H -3.995 4.084 1.834 0.004 0.073 0.031
H -0.729 5.428 0.997 0.054 0.025 -0.035
H -0.066 3.874 0.474 0.044 0.077 0.035
H -0.342 4.195 2.204 0.010 -0.010 -0.037
H -0.649 1.858 0.744 0.103 0.312 0.232
H -4.088 3.550 -0.221 0.183 -0.123 -0.085
H -5.970 2.715 -0.897 -0.008 -0.106 0.081
H -6.015 1.245 -1.768 0.012 0.031 -0.014
H -4.086 -0.003 -1.943 -0.164 0.159 0.051
N -1.004 1.265 -2.456 0.031 0.276 0.371
N -1.178 0.590 -3.654 -0.406 0.158 -0.482
C -1.321 -0.725 -3.583 -0.197 -0.228 -1.027
N -1.636 -1.445 -4.663 0.085 -0.150 -0.051
N -1.110 -1.242 -2.380 0.246 1.516 0.802
N -1.196 -2.526 -2.137 -0.175 -1.602 -0.827
O -1.906 -3.250 -2.822 -0.390 -0.570 -0.204
O -0.546 -2.917 -1.196 0.417 -0.389 0.008
H -1.906 1.371 -1.983 -0.055 0.101 -0.481
H -0.519 2.145 -2.591 0.102 -0.206 -0.071
H -1.279 1.087 -4.532 -0.005 -0.163 0.298
H -1.577 -1.067 -5.591 0.044 0.141 0.013
H -1.800 -2.438 -4.530 0.027 0.293 -0.028
C 6.328 2.156 -0.149 -0.057 -0.013 -0.013
C 4.927 1.636 -0.044 -0.084 0.053 -0.080
C 4.409 1.099 1.116 -0.012 0.079 -0.140
C 3.083 0.665 1.239 0.128 -0.041 -0.436
C 2.821 0.127 2.596 0.104 -0.150 0.198
O 3.674 -0.559 3.133 -0.257 0.146 -0.075
C 1.626 0.530 3.389 -0.170 0.028 0.433
C 0.724 1.510 2.992 0.164 -0.108 0.036
C -0.302 1.887 3.844 -0.028 0.152 0.011
C -0.412 1.325 5.107 -0.035 0.082 -0.069
C 0.490 0.356 5.514 -0.070 -0.019 0.000
C 1.491 -0.045 4.654 0.069 -0.022 -0.107
C 2.212 0.688 0.118 0.789 0.376 0.067
O 0.968 0.282 0.132 0.772 0.106 0.613
C 2.784 1.204 -1.073 0.083 -0.195 0.226
C 4.076 1.695 -1.140 -0.049 -0.273 0.267
C 1.983 1.301 -2.312 0.062 -0.554 -0.083
N 1.646 0.326 -3.060 -0.108 0.762 0.494
C 2.126 -1.003 -2.790 -0.049 -0.072 0.122
C 3.166 -1.352 -3.839 -0.238 0.163 -0.213
Te 2.675 -0.431 -5.735 0.676 -0.214 -0.336
C 3.874 1.322 -5.533 -0.292 -0.339 -0.052
C 3.518 2.446 -6.266 -0.144 -0.175 -0.116
C 4.241 3.617 -6.153 0.069 0.102 -0.045
C 5.344 3.675 -5.317 0.048 0.093 -0.024
C 5.735 2.543 -4.625 0.063 0.100 0.052
C 5.002 1.375 -4.733 0.021 -0.289 0.162
C 1.629 2.676 -2.716 -0.063 0.443 -0.182
C 1.272 2.956 -4.036 0.050 -0.148 0.103
C 1.002 4.252 -4.430 -0.072 0.022 -0.013
C 1.061 5.284 -3.507 -0.021 0.090 0.021
C 1.405 5.017 -2.191 -0.071 0.128 -0.025
C 1.691 3.724 -1.797 -0.041 -0.146 -0.084
H 6.860 2.024 0.789 0.111 0.032 0.029
H 6.315 3.217 -0.403 0.116 0.026 0.029
H 6.869 1.631 -0.936 0.117 0.011 0.004
H 5.038 1.005 1.990 0.051 0.033 0.038
H 0.851 1.967 2.023 0.033 0.098 -0.064
H -1.029 2.624 3.531 -0.025 0.094 -0.028
H -1.192 1.653 5.776 -0.137 0.015 0.060
H 0.406 -0.086 6.496 0.011 -0.033 0.084
H 2.212 -0.789 4.952 0.087 -0.079 0.032
H 4.427 2.110 -2.076 0.018 0.078 -0.091
H 1.285 -1.690 -2.895 0.039 -0.033 0.091
H 2.549 -1.110 -1.785 -0.010 -0.120 -0.014
H 3.222 -2.423 -3.987 0.120 -0.132 -0.142
H 4.143 -0.988 -3.546 0.160 0.050 -0.069
H 2.670 2.398 -6.935 -0.140 0.087 -0.034
H 3.943 4.487 -6.720 -0.016 0.081 -0.055
H 5.906 4.590 -5.221 0.077 0.117 -0.008
H 6.621 2.564 -4.004 0.018 0.007 0.054
H 5.331 0.502 -4.188 0.048 -0.064 0.041
H 1.256 2.137 -4.741 -0.012 -0.067 -0.069
H 0.771 4.461 -5.462 -0.060 0.045 -0.128
H 0.855 6.298 -3.814 -0.007 0.121 -0.053
H 1.471 5.824 -1.477 -0.008 0.089 0.071
H 1.990 3.520 -0.779 0.049 -0.022 0.093
C -3.914 -5.783 0.856 -0.033 -0.006 -0.154
C -4.010 -4.738 -0.251 -0.146 0.033 0.143
C -3.541 -3.370 0.264 -0.146 -0.056 -0.120
C -2.316 -3.495 1.193 0.325 0.367 -0.140
C -1.581 -4.795 0.870 0.025 -0.168 0.207
C -2.452 -5.985 1.280 0.016 0.051 -0.031
P -1.244 -1.944 1.177 -0.523 -0.004 1.520
C -2.054 -0.911 2.525 0.163 -0.143 -0.326
C -2.351 -1.551 3.897 -0.073 -0.253 0.018
C -3.846 -1.617 4.198 0.101 0.156 0.147
C -4.486 -0.231 4.193 -0.032 -0.086 -0.041
C -3.968 0.621 3.021 -0.094 -0.071 -0.091
C -3.319 -0.260 1.958 0.084 0.263 0.005
C 0.405 -2.404 1.934 -0.190 0.088 -0.269
C 0.382 -3.291 3.195 0.056 -0.184 -0.034
C 1.533 -4.298 3.218 0.098 0.120 0.153
C 2.846 -3.644 2.819 -0.013 -0.150 -0.040
C 2.785 -3.138 1.375 -0.010 0.040 0.009
C 1.353 -2.956 0.863 0.234 0.118 -0.063
H -4.339 -6.727 0.515 -0.081 0.009 0.086
H -4.510 -5.445 1.707 -0.070 -0.027 0.031
H -5.043 -4.658 -0.598 0.057 0.010 -0.081
H -3.404 -5.051 -1.101 -0.003 0.011 -0.087
H -4.368 -2.908 0.807 0.010 0.069 -0.021
H -3.318 -2.723 -0.590 -0.038 0.071 0.029
H -2.677 -3.578 2.224 0.074 0.036 -0.009
H -0.641 -4.855 1.407 0.134 -0.031 -0.034
H -1.356 -4.842 -0.193 0.054 0.002 0.036
H -2.400 -6.117 2.363 0.057 -0.063 -0.002
H -2.048 -6.889 0.822 0.021 -0.038 0.048
H -1.320 -0.109 2.669 -0.052 -0.035 -0.024
H -1.859 -0.969 4.680 0.030 -0.049 0.003
H -1.955 -2.561 3.960 0.127 0.037 0.095
H -4.003 -2.082 5.172 -0.019 -0.103 -0.002
H -4.336 -2.254 3.461 -0.072 -0.103 -0.037
H -4.271 0.276 5.136 -0.084 -0.026 0.041
H -5.569 -0.351 4.121 -0.020 0.106 0.088
H -3.223 1.332 3.384 0.068 0.127 -0.018
H -4.793 1.196 2.592 0.036 0.097 -0.029
H -3.047 0.319 1.077 -0.143 -0.084 0.042
H -4.038 -1.013 1.641 -0.064 -0.118 -0.125
H 0.799 -1.418 2.208 -0.130 -0.102 -0.048
H -0.550 -3.850 3.286 -0.079 0.088 0.053
H 0.463 -2.646 4.074 -0.089 -0.027 0.044
H 1.330 -5.128 2.539 -0.089 -0.121 -0.029
H 1.612 -4.715 4.222 -0.037 -0.113 0.016
H 3.662 -4.359 2.926 0.065 0.052 0.081
H 3.055 -2.811 3.489 0.032 0.022 0.098
H 3.294 -3.839 0.712 0.037 0.003 -0.046
H 3.323 -2.194 1.311 0.079 0.044 -0.089
H 0.984 -3.906 0.484 -0.057 -0.009 -0.080
H 1.373 -2.256 0.027 0.013 -0.145 -0.037
```
Forces are in eV/Å.

As for the net charge: +1. For the total energy, the calculation gives -101712.8651 eV. The value obtained for the energy above the lowest of the compared OMol25 structures with the same formula, charge and spin is 1.6846 eV. The gap between HOMO and LUMO comes out at 7.004 eV.

These are the Mulliken partial charges, in e, on atoms 1 to 5: number 1, Mg, carries 5.226; number 2, C, carries -1.354; number 3, N, carries 0.414; number 4, C, carries -0.998; number 5, C, carries -0.057